1.
ORCA calculation (ωB97M-V/def2-TZVPD) on a 4-piece molecular cluster, C8H16Br8 overall.

Results
- multiplicity = 1
- gap between HOMO and LUMO (eV) = 10.38
- SMILES string = BrCCBr.BrCCBr.BrCCBr.BrCCBr
- HOMO (eV) = -10.098

Each line ends with the Mulliken charge.
Geometry (Å):
Br (-5.055, 5.392, 3.663)  -0.134
C (-3.309, 5.261, 2.818)  -0.500
C (-3.402, 5.205, 1.321)  -0.490
Br (-4.155, 3.523, 0.729)  -0.105
H (-2.820, 4.379, 3.223)  0.277
H (-2.771, 6.133, 3.181)  0.366
H (-2.412, 5.252, 0.877)  0.166
H (-4.044, 5.981, 0.918)  0.389
Br (1.268, -1.273, -1.387)  -0.131
C (2.910, -1.167, -2.446)  -0.541
C (2.773, -2.083, -3.628)  -0.520
Br (4.443, -2.067, -4.617)  -0.151
H (3.735, -1.396, -1.783)  0.404
H (2.952, -0.129, -2.759)  0.379
H (1.966, -1.780, -4.286)  0.405
H (2.607, -3.116, -3.338)  0.186
Br (-0.234, 3.332, 0.487)  -0.161
C (0.240, 1.560, 1.125)  -0.135
C (-1.026, 0.829, 1.466)  -0.553
Br (-0.637, -1.082, 1.650)  -0.168
H (0.931, 1.707, 1.947)  0.394
H (0.745, 1.072, 0.298)  -0.025
H (-1.738, 0.880, 0.650)  0.348
H (-1.494, 1.135, 2.394)  0.344
Br (0.552, -6.616, -1.282)  -0.144
C (0.656, -4.703, -0.974)  -0.069
C (1.257, -4.416, 0.371)  -0.334
Br (3.188, -4.729, 0.337)  -0.148
H (-0.380, -4.370, -0.957)  0.353
H (1.210, -4.264, -1.792)  -0.113
H (0.844, -5.077, 1.126)  0.461
H (1.201, -3.375, 0.667)  -0.048


2.
ORCA calculation (ωB97M-V/def2-TZVPD) on C21H52FINO8P as an isolated structure.

Results
- multiplicity = 1
- gap between HOMO and LUMO (eV) = 8.53
- HOMO (eV) = -8.270

Each line ends with the Mulliken charge.
Geometry (Å):
C (2.054, 3.840, -0.488)  -0.978
C (0.856, 2.770, -0.276)  0.089
P (0.144, 2.135, -1.928)  -0.034
C (1.677, 1.436, -2.840)  -0.920
C (-0.971, 0.637, -1.629)  -0.479
I (-0.399, -0.596, 0.094)  0.155
C (-1.093, -0.464, -2.799)  0.373
N (-1.528, 0.028, -4.146)  -0.518
C (-2.124, -1.450, -1.995)  0.182
O (-2.151, -2.709, -1.997)  -0.634
O (-2.983, -0.562, -1.233)  -0.241
C (-2.550, 0.843, -1.400)  0.198
C (-3.036, 1.910, -0.293)  0.355
C (-3.251, 3.348, -0.962)  -0.953
F (-4.362, 1.461, 0.128)  -0.377
H (1.981, 4.420, -1.469)  0.313
H (3.019, 3.206, -0.560)  0.174
H (2.209, 4.516, 0.431)  0.320
H (1.343, 1.877, 0.273)  -0.153
H (-0.021, 3.197, 0.333)  0.328
H (1.818, 0.337, -2.500)  0.181
H (2.645, 1.971, -2.505)  0.403
H (1.566, 1.474, -3.980)  0.288
H (-0.108, -1.041, -2.971)  0.087
H (-2.309, -0.586, -4.440)  0.337
H (-1.974, 0.966, -4.072)  0.307
H (-3.202, 1.143, -2.303)  0.202
H (-2.308, 1.907, 0.594)  0.254
H (-4.293, 3.737, -0.657)  0.313
H (-3.282, 3.263, -2.105)  0.261
H (-2.444, 4.119, -0.683)  0.150
C (-0.227, -2.653, -7.039)  -1.053
C (0.810, -1.707, -6.468)  -0.175
O (1.225, -2.153, -5.182)  -0.464
H (-1.094, -2.716, -6.377)  0.244
H (-0.559, -2.320, -8.025)  0.323
H (0.180, -3.665, -7.129)  0.346
H (0.394, -0.703, -6.360)  0.227
H (1.688, -1.647, -7.121)  0.318
H (1.601, -3.037, -5.287)  0.258
C (4.718, 0.260, 2.489)  -0.897
C (3.458, -0.171, 1.767)  -0.284
O (3.155, 0.738, 0.713)  -0.337
H (4.600, 1.266, 2.900)  0.272
H (4.957, -0.427, 3.303)  0.115
H (5.567, 0.296, 1.798)  0.378
H (2.609, -0.185, 2.455)  0.288
H (3.574, -1.174, 1.343)  0.280
H (3.905, 0.739, 0.104)  0.184
C (-2.767, -3.387, 2.191)  -0.729
C (-4.029, -3.831, 1.477)  -0.357
O (-4.343, -2.930, 0.425)  -0.489
H (-2.890, -2.381, 2.600)  0.268
H (-2.519, -4.071, 3.007)  0.249
H (-1.922, -3.348, 1.497)  0.194
H (-4.874, -3.847, 2.170)  0.312
H (-3.908, -4.834, 1.056)  0.253
H (-3.595, -2.926, -0.191)  0.247
C (-0.630, -6.157, 3.855)  -0.983
C (0.403, -5.204, 4.422)  -0.164
O (0.827, -5.645, 5.707)  -0.544
H (-1.495, -6.226, 4.520)  0.270
H (-0.967, -5.825, 2.870)  0.229
H (-0.217, -7.166, 3.764)  0.405
H (-0.020, -4.203, 4.532)  0.242
H (1.277, -5.140, 3.767)  0.253
H (1.208, -6.526, 5.602)  0.302
C (-3.724, 8.045, -2.447)  -1.137
C (-3.460, 6.552, -2.484)  -0.125
O (-4.527, 5.848, -1.860)  -0.468
H (-3.833, 8.389, -1.415)  0.301
H (-2.909, 8.598, -2.919)  0.339
H (-4.658, 8.285, -2.964)  0.328
H (-2.539, 6.314, -1.949)  0.247
H (-3.361, 6.199, -3.516)  0.264
H (-5.337, 6.056, -2.344)  0.272
C (5.276, -0.582, 7.373)  -1.091
C (5.265, -1.412, 6.105)  -0.114
O (6.061, -0.790, 5.103)  -0.528
H (4.894, 0.423, 7.177)  0.285
H (4.663, -1.046, 8.150)  0.325
H (6.296, -0.467, 7.752)  0.327
H (4.248, -1.506, 5.719)  0.266
H (5.658, -2.417, 6.293)  0.268
H (6.961, -0.718, 5.448)  0.277


3.
ORCA calculation (ωB97M-V/def2-TZVPD) on an isolated ion of composition C2H5O3S and charge -1.

Results
- multiplicity = 1
- gap between HOMO and LUMO (eV) = 8.01
- charge = -1
- SMILES string = C=[S@@](=O)([O-])OC
- HOMO (eV) = -3.913

Each line ends with the Mulliken charge.
Geometry (Å):
C (1.430, -1.862, 0.024)  -0.792
C (-0.794, 1.702, 0.089)  -0.680
O (-0.780, -1.239, -1.206)  -0.694
O (-0.821, -1.265, 1.340)  -0.634
O (0.239, 0.785, 0.198)  -0.386
S (-0.040, -1.006, 0.163)  1.012
H (2.239, -1.334, 0.597)  0.191
H (1.567, -1.657, -1.091)  0.196
H (-1.153, 2.111, 0.975)  0.241
H (-1.457, 1.218, -0.611)  0.305
H (-0.431, 2.548, -0.477)  0.243


4.
ORCA calculation (ωB97M-V/def2-TZVPD) on C35H33BrIrN2O2Si as an isolated structure.

Results
- multiplicity = 1
- gap between HOMO and LUMO (eV) = 7.74
- charge = +1
- HOMO (eV) = -11.158

Each line ends with the Mulliken charge.
Geometry (Å):
Ir (-0.681, -0.610, -0.112)  0.910
C (-4.082, -1.195, 3.215)  -1.135
C (-4.144, -0.120, 2.126)  0.872
C (-4.666, -0.698, 0.813)  -1.481
C (-2.836, 0.647, 1.990)  0.177
C (-2.228, 1.200, 3.096)  -0.812
C (-1.120, 2.054, 2.991)  -0.843
C (-0.578, 2.382, 1.772)  0.380
C (0.497, 3.417, 1.612)  -1.602
C (-1.156, 1.799, 0.630)  -0.812
C (-2.262, 0.941, 0.727)  0.052
H (-5.055, -1.677, 3.317)  0.420
H (-3.815, -0.785, 4.187)  0.355
H (-3.358, -1.978, 2.979)  0.115
H (-4.880, 0.618, 2.464)  0.293
H (-3.958, -1.398, 0.362)  0.195
H (-4.879, 0.080, 0.079)  0.395
H (-5.596, -1.237, 0.991)  0.438
H (-2.642, 1.021, 4.081)  0.365
H (-0.709, 2.491, 3.893)  0.393
H (0.054, 4.373, 1.325)  0.478
H (1.196, 3.136, 0.823)  0.164
H (1.044, 3.565, 2.541)  0.320
H (-0.860, 2.188, -0.330)  0.828
H (-2.833, 0.718, -0.172)  0.591
O (-2.191, -0.738, -2.416)  -0.762
C (-1.306, 0.041, -2.724)  0.316
N (-0.319, 0.396, -1.821)  0.161
C (0.422, 1.470, -2.310)  -0.125
O (1.197, 2.145, -1.683)  -0.574
C (-0.008, 1.652, -3.736)  -0.075
C (0.456, 2.520, -4.700)  -0.402
C (-0.180, 2.492, -5.940)  -0.584
C (-1.246, 1.633, -6.186)  -0.545
C (-1.717, 0.768, -5.201)  -0.567
C (-1.072, 0.795, -3.983)  0.108
H (1.276, 3.196, -4.497)  0.545
H (0.155, 3.154, -6.726)  0.426
H (-1.719, 1.642, -7.159)  0.430
H (-2.553, 0.105, -5.380)  0.542
C (1.790, 1.045, 5.216)  -0.610
C (0.889, 0.025, 4.936)  -0.662
C (0.786, -0.466, 3.645)  -0.568
C (1.568, 0.052, 2.607)  1.016
C (2.484, 1.059, 2.912)  -0.430
C (2.591, 1.555, 4.205)  -0.594
Si (1.443, -0.764, 0.935)  0.740
C (2.872, -0.488, -0.232)  0.771
C (3.444, -1.630, -0.806)  -0.576
C (4.531, -1.539, -1.664)  -0.754
C (5.080, -0.298, -1.949)  -0.608
C (4.541, 0.845, -1.375)  -0.874
C (3.446, 0.750, -0.530)  0.258
H (1.881, 1.427, 6.224)  0.396
H (0.278, -0.392, 5.727)  0.448
H (0.088, -1.273, 3.448)  0.254
H (3.132, 1.458, 2.142)  0.331
H (3.310, 2.334, 4.426)  0.452
H (1.539, -2.224, 1.229)  -0.348
H (3.051, -2.611, -0.558)  0.466
H (4.961, -2.436, -2.093)  0.449
H (5.935, -0.222, -2.610)  0.399
H (4.971, 1.815, -1.589)  0.444
H (3.027, 1.657, -0.119)  -0.062
Br (-1.399, -2.682, 1.315)  -0.100
C (-0.555, -3.381, -0.240)  0.596
C (-0.404, -4.701, -0.569)  -0.667
C (0.254, -4.958, -1.770)  -0.287
C (0.712, -3.906, -2.547)  -0.980
C (0.512, -2.605, -2.120)  0.012
N (-0.124, -2.358, -0.972)  0.182
H (-0.772, -5.487, 0.073)  0.517
H (0.408, -5.981, -2.086)  0.444
H (1.227, -4.083, -3.480)  0.485
H (0.858, -1.740, -2.669)  0.505